[1]
Molecular formula: C5H10O2S
Method: DFT, ωB97M-V/def2-TZVPD

Last columns: bonded neighbours and bond lengths (Å).
Element x y z (Å)
1 C 0.825 1.146 -1.674  C2 1.312, C3 1.562, H9 1.027
2 C 1.290 0.024 -1.176  C1 1.312, S8 1.758, H10 1.097
3 C 0.375 1.245 -3.166  C1 1.562, H11 1.118, H12 1.093, H13 1.172
4 C -1.742 -1.808 2.856  C5 1.469, H14 1.125, H15 1.118, H16 1.093
5 C -1.126 -1.021 1.778  C4 1.469, O7 1.223, H17 1.080
6 O 2.035 1.322 0.942  S8 1.620, H18 0.982
7 O -1.569 -0.671 0.693  C5 1.223
8 S 2.060 -0.200 0.388  C2 1.758, O6 1.620
9 H 0.686 2.027 -1.164  C1 1.027
10 H 1.239 -0.968 -1.639  C2 1.097
11 H 0.289 0.277 -3.719  C3 1.118
12 H -0.620 1.690 -3.087  C3 1.093
13 H 1.069 1.920 -3.828  C3 1.172
14 H -2.186 -0.980 3.475  C4 1.125
15 H -1.041 -2.533 3.339  C4 1.118
16 H -2.652 -2.333 2.555  C4 1.093
17 H -0.147 -0.607 1.965  C5 1.080
18 H 1.215 1.469 1.463  O6 0.982

Summary:
charge = 0
DFT total energy = -20274.91519 eV
multiplicity = 1
Kohn-Sham gap = 8.626 eV
SMILES = C/C=C/SO.CC=O

***

[2]
Molecular formula: C5H10O3
Method: DFT, ωB97M-V/def2-TZVPD

Last columns: bonded neighbours and bond lengths (Å).
Element x y z (Å)
1 C 0.415 -0.150 1.005  C2 1.482, C5 1.675, O6 1.395, H11 1.094
2 C 1.075 -0.501 -0.275  C1 1.482, C3 1.498, O7 1.715, H12 1.090
3 C 1.667 0.594 -1.109  C2 1.498, H13 1.088, H14 1.088, H15 1.092
4 C -1.755 0.998 -0.034  C5 1.501, H16 1.090, H17 1.090, H18 1.089
5 C -1.174 -0.284 0.490  C1 1.675, C4 1.501, O8 1.225
6 O 0.617 -1.098 2.007  C1 1.395, H9 0.980
7 O -0.326 -1.011 -1.122  C2 1.715, H10 0.967
8 O -1.815 -1.108 1.131  C5 1.225
9 H -0.261 -1.503 2.162  O6 0.980
10 H -0.494 -1.943 -0.928  O7 0.967
11 H 0.604 0.875 1.336  C1 1.094
12 H 1.676 -1.407 -0.197  C2 1.090
13 H 1.014 1.462 -1.158  C3 1.088
14 H 1.848 0.239 -2.121  C3 1.088
15 H 2.611 0.904 -0.655  C3 1.092
16 H -1.234 1.311 -0.938  C4 1.090
17 H -2.798 0.834 -0.303  C4 1.090
18 H -1.668 1.789 0.710  C4 1.089

Summary:
charge = 0
DFT total energy = -11487.97914 eV
multiplicity = 1
Kohn-Sham gap = 10.169 eV
SMILES = CC(=O)[C@@H](O)[C@H](C)O

***

[3]
Molecular formula: C5H10O3
Method: DFT, ωB97M-V/def2-TZVPD

Last columns: bonded neighbours and bond lengths (Å).
Element x y z (Å)
1 C 1.107 -0.829 -0.474  C4 1.559, O6 1.406, O7 1.400, H12 1.096
2 C -0.862 0.387 0.700  C3 1.522, C4 1.494, O8 1.487, H13 1.096
3 C 0.004 1.616 0.943  C2 1.522, H14 1.092, H15 1.094, H16 1.096
4 C -0.426 -0.712 -0.214  C1 1.559, C2 1.494, C5 1.344
5 C -1.241 -1.688 -0.647  C4 1.344, H17 1.087, H18 1.085
6 O 1.531 0.254 -1.265  C1 1.406, H10 0.972
7 O 1.878 -0.862 0.694  C1 1.400, H9 0.971
8 O -2.144 0.885 0.133  C2 1.487, H11 0.973
9 H 2.294 0.015 0.726  O7 0.971
10 H 2.174 -0.108 -1.897  O6 0.972
11 H -1.940 1.205 -0.762  O8 0.973
12 H 1.305 -1.761 -1.015  C1 1.096
13 H -1.126 -0.046 1.671  C2 1.096
14 H 0.901 1.384 1.522  C3 1.092
15 H 0.283 2.105 0.006  C3 1.094
16 H -0.559 2.356 1.522  C3 1.096
17 H -2.292 -1.699 -0.371  C5 1.087
18 H -0.887 -2.502 -1.272  C5 1.085

Summary:
charge = 0
DFT total energy = -11488.38454 eV
multiplicity = 1
Kohn-Sham gap = 10.204 eV
SMILES = C=C(C(O)O)[C@@H](C)O

***

> Among the records above, which one has the highest Kohn-Sham gap?

number 3